ORCA calculation (ωB97M-V with the def2-TZVPD basis set) on a structure of composition C49H53AgGe3N4O2S.

The HOMO energy is -0.42 eV. As for the net charge: -2. Its LUMO energy is 3.7 eV. The spin multiplicity is 1.

```
113
C49H53AgGe3N4O2S, DFT ωB97M-V with the def2-TZVPD basis set
Ag -0.2874 -0.0576 -1.1300
C 3.9957 -2.1111 3.1676
C 3.0128 -2.4630 2.0583
Ge 1.9471 -0.9956 1.1895
C 1.4514 0.4983 2.4018
C 2.4905 1.0064 3.3937
C 3.4333 -0.1877 0.1715
C 3.5820 0.5176 -0.9552
Ge 1.9790 0.8063 -2.1591
C 2.1234 2.7042 -2.8610
C 3.4766 3.3526 -3.1375
C 2.3262 -0.2366 -3.8815
C 3.1117 0.3422 -5.0566
C 4.9245 1.0780 -1.2174
C 5.4887 2.0126 -0.3459
C 6.7365 2.5654 -0.5928
C 7.4617 2.1872 -1.7131
C 6.9213 1.2443 -2.5796
C 5.6698 0.7058 -2.3364
H 4.6377 -2.9589 3.4308
H 3.4710 -1.8146 4.0774
H 4.6494 -1.2825 2.8896
H 2.3294 -3.2393 2.4014
H 3.5570 -2.8951 1.2108
H 0.5085 0.2687 2.9062
H 1.2247 1.2840 1.6752
H 2.6632 0.2918 4.2008
H 2.1871 1.9518 3.8558
H 3.4534 1.1761 2.9061
H 4.3567 -0.3229 0.7551
H 1.5505 3.3254 -2.1650
H 1.5269 2.6768 -3.7810
H 4.0780 3.4232 -2.2285
H 3.3778 4.3679 -3.5429
H 4.0680 2.7719 -3.8487
H 1.3005 -0.4262 -4.2130
H 2.7132 -1.2198 -3.5921
H 2.8313 1.3802 -5.2465
H 2.9369 -0.2133 -5.9862
H 4.1902 0.3357 -4.8909
H 4.9193 2.3151 0.5244
H 7.1421 3.2995 0.0938
H 8.4345 2.6206 -1.9106
H 7.4790 0.9296 -3.4543
H 5.2488 -0.0230 -3.0138
N -2.7733 4.0900 -1.3501
C -2.6167 4.2423 0.0056
C -3.1430 5.1483 0.9178
C -2.7528 4.9996 2.2376
C -1.8751 3.9807 2.6293
C -1.3663 3.0763 1.7175
C -1.7402 3.2128 0.3839
N -1.4013 2.4448 -0.7141
C -2.0340 2.9883 -1.7144
C -2.0079 2.5453 -3.1033
C -2.6902 3.1282 -4.1372
S -2.3938 2.2708 -5.5890
C -1.3608 1.1995 -4.7060
N -1.2624 1.4579 -3.4516
H -3.4182 4.5876 -1.9354
H -3.8304 5.9293 0.6167
H -3.1415 5.6802 2.9852
H -1.6122 3.8838 3.6748
H -0.7222 2.2683 2.0201
H -3.3451 3.9810 -4.1178
H -0.8846 0.3519 -5.1690
O -2.1103 -1.8725 -3.3965
C -3.0066 -1.1731 -2.9417
C -4.4421 -1.2419 -3.4852
C -5.1411 -0.1239 -2.7415
C -4.0324 0.4401 -1.8353
O -4.2260 1.4347 -1.1418
N -2.8833 -0.2647 -1.9468
H -4.8415 -2.2349 -3.2710
H -4.4172 -1.1200 -4.5693
H -5.9672 -0.4540 -2.1096
H -5.5157 0.6769 -3.3829
C 0.3291 -1.6729 0.4184
Ge -1.0436 -2.2424 1.6120
C -2.2310 -0.8603 2.3761
C -2.5395 -0.7809 3.7336
C -3.4633 0.1432 4.2072
C -4.1143 0.9908 3.3221
C -3.8328 0.9128 1.9666
C -2.8935 0.0019 1.5037
C -2.2875 -3.4462 0.6714
C -2.2060 -3.5662 -0.7127
C -3.1103 -4.3513 -1.4175
C -4.1133 -5.0325 -0.7437
C -4.2161 -4.9149 0.6362
C -3.3132 -4.1225 1.3304
C -0.4430 -3.2512 3.2396
C -0.4780 -4.6417 3.3223
C 0.0529 -5.3217 4.4126
C 0.6294 -4.6185 5.4586
C 0.6716 -3.2311 5.4020
C 0.1454 -2.5660 4.3060
H 0.5567 -2.5112 -0.2463
H -2.0613 -1.4519 4.4385
H -3.6788 0.1929 5.2696
H -4.8357 1.7132 3.6882
H -4.3243 1.5553 1.2486
H -2.6833 -0.0339 0.4390
H -1.4543 -3.0131 -1.2611
H -3.0288 -4.4011 -2.4967
H -4.8227 -5.6434 -1.2913
H -5.0074 -5.4311 1.1694
H -3.4169 -4.0196 2.4062
H -0.9176 -5.2110 2.5119
H 0.0178 -6.4052 4.4422
H 1.0483 -5.1450 6.3086
H 1.1309 -2.6670 6.2059
H 0.2101 -1.4819 4.2735
```

***

ORCA calculation (ωB97M-V with the def2-TZVPD basis set) on a structure of composition C39H49GeN6O4PPt at a distorted geometry.

The HOMO energy (spin up / spin down) is -0.28 / -1.23 eV. As for the net charge: -2. The expectation value of S² is 2.01. Its LUMO energy (spin up / spin down) is 4.3 / 4.3 eV. The spin multiplicity is 3.

```
101
C39H49GeN6O4PPt, DFT ωB97M-V with the def2-TZVPD basis set
Pt 1.5179 0.2435 0.5988
O 3.8590 -4.3679 -2.7728
C 2.6492 -4.6820 -2.5251
O 2.0593 -5.6629 -2.9784
C 1.8948 -3.7819 -1.5868
C 0.6605 -4.0681 -1.0470
N 0.3234 -3.0500 -0.2309
N 1.2624 -2.1089 -0.2089
C 2.2393 -2.5200 -1.0207
C 3.3796 -1.6255 -1.2543
O 4.3593 -2.0713 -1.9976
O 3.4025 -0.4816 -0.7877
H 4.1730 -3.1277 -2.3449
H 0.0367 -4.9228 -1.2043
H -0.5070 -2.9221 0.3284
N 0.1898 1.6876 -0.2511
P -0.2109 2.0850 -1.6595
N -1.8180 2.7030 -1.7030
C -2.4375 3.6429 -2.5878
C -3.1926 4.7088 -1.7830
C -4.2284 4.0341 -0.8882
C -3.5541 2.9869 -0.0054
C -2.7554 2.0090 -0.8665
N -0.1612 0.9704 -2.9526
C -0.6254 1.1965 -4.2909
C -1.9441 0.4612 -4.5526
C -1.7814 -1.0267 -4.2577
C -1.2670 -1.2166 -2.8320
C 0.0194 -0.4149 -2.6324
N 0.5466 3.4170 -2.4910
C 1.8700 3.0392 -2.9788
C 2.7607 4.2635 -3.1504
C 3.0423 4.9252 -1.7973
C 1.8508 4.7280 -0.8552
C 0.5596 4.5996 -1.6541
H -3.1630 3.1421 -3.2560
H -1.6715 4.1047 -3.2093
H -3.6780 5.4213 -2.4591
H -2.4754 5.2482 -1.1623
H -4.9791 3.5454 -1.5171
H -4.7411 4.7803 -0.2724
H -4.3067 2.4426 0.5716
H -2.8664 3.4762 0.6851
H -3.4623 1.4075 -1.4679
H -2.1728 1.3381 -0.2314
H 0.1284 0.8258 -5.0066
H -0.7513 2.2698 -4.4393
H -2.2591 0.6118 -5.5909
H -2.7061 0.8685 -3.8861
H -1.0668 -1.4578 -4.9639
H -2.7362 -1.5439 -4.4005
H -1.0703 -2.2719 -2.6377
H -2.0147 -0.8657 -2.1148
H 0.8222 -0.8468 -3.2493
H 0.3286 -0.4523 -1.5805
H 1.7465 2.5441 -3.9479
H 2.3606 2.3227 -2.3012
H 2.2571 4.9695 -3.8173
H 3.6979 3.9699 -3.6292
H 3.2367 5.9931 -1.9492
H 3.9326 4.4838 -1.3457
H 1.7775 5.5573 -0.1461
H 1.9607 3.8021 -0.2881
H 0.4115 5.4959 -2.2812
H -0.2803 4.5126 -0.9604
C 1.5260 0.1356 2.6019
Ge 0.6186 -1.4317 3.2339
C 1.6368 -3.0816 2.7129
C 3.0075 -2.8931 2.5691
C 3.8421 -3.9112 2.1528
C 3.3137 -5.1565 1.8515
C 1.9557 -5.3733 2.0063
C 1.1349 -4.3507 2.4531
C 0.4964 -1.5332 5.2594
C -0.6996 -1.6765 5.9515
C -0.7339 -1.7145 7.3345
C 0.4412 -1.6185 8.0622
C 1.6441 -1.4657 7.3912
C 1.6614 -1.4192 6.0098
C -1.3502 -1.5089 2.7534
C -1.9973 -0.2776 2.8425
C -3.3013 -0.1052 2.4324
C -3.9987 -1.1733 1.8849
C -3.3779 -2.4056 1.7805
C -2.0741 -2.5693 2.2194
H 1.4431 1.0049 3.2593
H 3.4111 -1.9075 2.7638
H 4.9047 -3.7287 2.0431
H 3.9532 -5.9511 1.4922
H 1.5295 -6.3410 1.7629
H 0.0813 -4.5625 2.5871
H -1.6220 -1.7588 5.3907
H -1.6802 -1.8173 7.8551
H 0.4200 -1.6588 9.1453
H 2.5672 -1.3803 7.9536
H 2.5973 -1.2862 5.4827
H -1.4439 0.5609 3.2428
H -3.7742 0.8647 2.5219
H -5.0193 -1.0479 1.5475
H -3.9099 -3.2502 1.3547
H -1.6310 -3.5561 2.1673
```

***

ORCA calculation (ωB97M-V with the def2-TZVPD basis set) on a cluster of 4 separate species, C3H8S2 in total at a distorted geometry.

The HOMO energy is -8.36 eV. Its LUMO energy is -3.1 eV. The spin multiplicity is 1.

```
13
C3H8S2, DFT ωB97M-V with the def2-TZVPD basis set
C 0.3025 0.0258 0.5337
C 1.5400 0.7926 1.3795
C 0.6755 -0.7701 -0.6114
S -0.8385 -0.4286 -1.9920
S -4.0678 -0.0973 -2.2120
H -0.1937 0.9209 0.5588
H -0.2857 -0.5085 1.1912
H 2.1321 1.5963 0.8530
H 0.6921 1.6069 1.8465
H 2.3589 0.3138 2.0514
H 0.7868 -2.0790 -0.0054
H 1.1339 0.0974 -2.2156
H -4.2362 -1.4702 -1.3776
```

***

ORCA calculation (ωB97M-V with the def2-TZVPD basis set) on a cluster of 6 separate species, C80H180O4P5S in total at a distorted geometry.

The HOMO energy is -9.41 eV. As for the net charge: +3. Its LUMO energy is -4.2 eV. The spin multiplicity is 1.

```
270
C80H180O4P5S, DFT ωB97M-V with the def2-TZVPD basis set
S 0.9734 0.7269 1.4634
O -0.3347 0.6024 0.8129
O 1.4572 2.0493 1.1468
O 0.7959 0.4551 2.9386
O 1.9671 -0.2751 0.9450
C -1.8270 -2.2024 -4.6816
C -2.6132 -1.2159 -5.5846
C -3.7589 -1.9449 -6.2991
C -3.3364 -2.5490 -7.6556
P -4.6260 -3.6758 -8.3794
C -4.2027 -4.1448 -10.0971
C -5.1441 -4.9990 -10.9401
C -4.4976 -5.7169 -12.1440
C -5.4387 -6.3354 -13.2009
C -4.6900 -5.2285 -7.3988
C -3.4645 -6.1021 -7.2999
C -2.3911 -5.7563 -6.2648
C -2.7892 -5.9920 -4.7604
C -6.1883 -2.8647 -8.6532
C -6.0884 -1.6102 -9.6049
C -7.4346 -0.8960 -9.7987
C -7.8652 -0.1794 -8.4471
H -1.5811 -3.1074 -5.2372
H -2.4862 -2.6270 -3.9244
H -0.9989 -1.7110 -4.1709
H -1.9660 -0.7686 -6.3390
H -3.0264 -0.4723 -4.9031
H -4.5659 -1.2292 -6.4560
H -4.0705 -2.7990 -5.6979
H -2.3296 -2.9604 -7.5823
H -3.2205 -1.6979 -8.3266
H -3.2331 -4.6343 -10.0060
H -3.9448 -3.2634 -10.6842
H -5.9126 -4.2878 -11.2431
H -5.6097 -5.7474 -10.2988
H -3.9231 -6.5920 -11.8402
H -3.8345 -5.1088 -12.7594
H -4.8838 -6.6538 -14.0834
H -6.0619 -5.5359 -13.6015
H -6.1824 -7.0723 -12.8973
H -5.5156 -5.7037 -7.9287
H -5.1675 -4.9914 -6.4481
H -3.0880 -6.4154 -8.2737
H -3.8368 -7.0570 -6.9288
H -1.8834 -4.8117 -6.4600
H -1.4954 -6.3768 -6.2930
H -2.8865 -7.0395 -4.4751
H -3.6462 -5.4188 -4.4069
H -1.9606 -5.5423 -4.2133
H -6.6111 -2.7118 -7.6603
H -6.7668 -3.6380 -9.1585
H -5.6546 -1.9412 -10.5485
H -5.3394 -0.9390 -9.1847
H -8.1849 -1.6559 -10.0168
H -7.4302 -0.2010 -10.6384
H -7.9697 -0.9356 -7.6691
H -8.8659 0.2299 -8.5855
H -7.1227 0.5423 -8.1066
C 5.0463 -4.9228 -2.2046
C 4.0074 -3.8832 -2.4554
C 4.5260 -2.5468 -3.0214
C 5.3805 -1.7395 -1.9214
P 5.6219 0.0105 -2.3418
C 4.1566 0.8095 -3.0583
C 4.2161 2.3299 -3.3949
C 2.8164 2.7748 -3.9851
C 2.8680 3.3032 -5.5218
C 6.9434 0.2277 -3.5655
C 6.5568 -0.1726 -5.0568
C 7.8100 -0.2437 -5.9628
C 7.4357 -0.6216 -7.4857
C 6.0118 0.8160 -0.8191
C 6.8532 2.0830 -0.7846
C 6.7286 2.8431 0.6174
C 6.7955 1.8476 1.7768
H 5.7125 -4.6878 -1.3745
H 5.7474 -5.0418 -3.0307
H 4.5795 -5.8560 -1.8896
H 3.3923 -3.6672 -1.5819
H 3.2573 -4.2588 -3.1514
H 3.5967 -2.1147 -3.3926
H 5.2028 -2.8459 -3.8217
H 6.3633 -2.2074 -1.8653
H 4.9757 -1.6509 -0.9132
H 3.3711 0.6142 -2.3283
H 3.9640 0.3227 -4.0143
H 4.9993 2.5052 -4.1325
H 4.5838 2.8288 -2.4982
H 2.4318 3.6104 -3.4003
H 2.1498 1.9166 -3.8999
H 3.3404 2.5409 -6.1414
H 3.3165 4.2890 -5.6452
H 1.8650 3.3999 -5.9375
H 7.9012 -0.1580 -3.2164
H 7.1550 1.2969 -3.5498
H 5.8983 0.5481 -5.5417
H 6.0637 -1.1446 -5.0468
H 8.5640 -0.9736 -5.6682
H 8.2481 0.7511 -5.8819
H 6.7248 0.0736 -7.9324
H 6.9800 -1.6115 -7.4595
H 8.3213 -0.7455 -8.1089
H 6.6116 0.0978 -0.2601
H 5.0652 0.9916 -0.3080
H 6.5664 2.7542 -1.5941
H 7.8977 1.8502 -0.9918
H 5.6913 3.1709 0.6866
H 7.4304 3.6767 0.6433
H 5.9999 1.1128 1.9001
H 6.7857 2.4535 2.6829
H 7.7391 1.3274 1.9416
C 6.0604 1.6809 8.5170
C 4.5982 1.9877 8.0925
C 3.6211 0.8105 7.9743
C 3.8160 -0.1290 6.7125
P 3.1815 -1.9279 6.8057
C 3.3683 -2.8200 5.2629
C 4.0610 -4.2201 5.3588
C 4.3700 -4.8324 4.0196
C 4.8225 -6.2241 4.2178
C 4.3315 -2.5651 8.0759
C 5.8672 -2.3599 7.9535
C 6.5877 -3.2128 8.8739
C 8.0828 -2.6839 9.0229
C 1.5468 -2.1327 7.5343
C 0.9520 -3.5144 7.6412
C -0.3429 -3.6876 8.4385
C -0.7889 -5.0493 8.5925
H 6.1186 1.3678 9.5594
H 6.5195 2.6693 8.5388
H 6.5141 0.8825 7.9298
H 4.6322 2.5837 7.1805
H 4.1379 2.6941 8.7834
H 2.5883 1.1491 8.0572
H 3.7285 0.1931 8.8661
H 4.8756 -0.1001 6.4587
H 3.4011 0.3988 5.8539
H 3.8260 -2.1321 4.5521
H 2.3608 -2.9961 4.8861
H 3.3984 -4.9367 5.8442
H 5.0540 -4.2158 5.8082
H 5.1205 -4.2014 3.5436
H 3.5257 -4.8745 3.3315
H 3.9118 -6.7825 4.4349
H 5.4201 -6.3785 5.1162
H 5.3893 -6.5739 3.3549
H 4.1578 -3.6384 8.1530
H 4.0256 -2.1710 9.0450
H 6.1708 -1.3201 8.0749
H 6.2637 -2.6110 6.9698
H 6.5105 -4.2806 8.6695
H 6.0700 -3.2975 9.8293
H 8.7003 -3.0909 8.2222
H 8.5097 -3.2033 9.8808
H 8.2927 -1.6183 9.1154
H 0.9648 -1.4127 6.9591
H 1.6596 -1.6636 8.5117
H 1.5868 -4.2123 8.1872
H 0.8539 -3.8818 6.6197
H -1.2064 -3.2237 7.9618
H -0.0958 -3.3795 9.4545
H -1.6372 -5.2184 9.2558
H 0.0077 -5.7822 8.7212
H -1.3158 -5.4260 7.7159
C 4.3283 8.2182 -0.6377
C 2.9862 7.8146 -1.2592
C 1.6860 7.8861 -0.4149
C 1.6743 6.8809 0.7563
P 0.1727 6.7767 1.6902
C 0.4066 6.1068 3.3638
C 1.7782 6.4658 3.9656
C 2.1847 8.0063 4.0976
C 3.3395 8.1825 5.1650
C -0.5547 8.4626 1.8557
C -1.9506 8.6787 2.6684
C -2.0214 10.1296 3.0713
C -3.4051 10.6814 3.5783
C -1.2223 5.8827 0.8127
C -1.5424 6.3650 -0.6281
C -3.0651 6.2645 -0.8786
C -3.5026 6.7743 -2.2915
H 4.2095 8.9397 0.1706
H 4.9630 8.5119 -1.4737
H 4.6904 7.2646 -0.2533
H 3.0179 6.8741 -1.8092
H 2.8958 8.5709 -2.0389
H 0.8931 7.8347 -1.1610
H 1.5865 8.9431 -0.1680
H 2.4432 7.1522 1.4798
H 1.9124 5.8710 0.4225
H 0.4218 5.0384 3.1486
H -0.4169 6.2909 4.0537
H 2.5446 5.9564 3.3815
H 1.8134 5.9964 4.9487
H 1.3320 8.6209 4.3863
H 2.5065 8.4943 3.1776
H 3.0302 8.1305 6.2089
H 3.7226 9.1976 5.0607
H 4.0729 7.3998 4.9710
H -0.5291 9.0157 0.9168
H 0.2426 9.1165 2.2090
H -1.8868 8.0745 3.5734
H -2.7909 8.3264 2.0703
H -1.7698 10.7656 2.2227
H -1.2375 10.4794 3.7431
H -3.6147 10.5194 4.6356
H -4.3069 10.4252 3.0224
H -3.3305 11.7614 3.4509
H -2.0652 5.9964 1.4943
H -1.0650 4.8056 0.7564
H -0.9336 5.8309 -1.3576
H -1.3149 7.4039 -0.8671
H -3.6199 6.6217 -0.0111
H -3.2231 5.1877 -0.8181
H -4.5838 6.8163 -2.4227
H -3.1419 6.1353 -3.0976
H -3.1039 7.7462 -2.5820
C -2.5351 -6.6009 2.0741
C -2.0267 -5.1331 2.0960
C -3.1362 -4.2261 1.7600
C -2.7840 -2.8070 2.1244
P -4.1645 -1.5314 2.2809
C -3.8574 -0.2968 3.4242
C -4.8411 0.8883 3.3167
C -4.6612 1.8760 4.4086
C -5.5895 3.1311 4.3180
C -5.6954 -2.4541 2.9351
C -5.5340 -3.1970 4.2698
C -6.8569 -3.8402 4.7312
C -7.6056 -4.6673 3.6936
C -4.7054 -1.1250 0.5328
C -5.9823 -0.2896 0.3353
C -6.5453 -0.6480 -1.0739
C -7.8276 0.1326 -1.3850
H -3.3264 -6.6021 2.8238
H -1.7541 -7.3566 2.1579
H -2.9100 -6.9378 1.1076
H -1.1913 -4.9749 1.4139
H -1.6392 -5.0090 3.1072
H -4.0024 -4.6213 2.2906
H -3.2903 -4.3479 0.6879
H -2.0467 -2.5173 1.3757
H -2.2655 -2.8022 3.0832
H -2.8880 0.1879 3.3082
H -3.8170 -0.7729 4.4039
H -5.8035 0.4007 3.4720
H -4.8166 1.3451 2.3273
H -3.6406 2.2427 4.2992
H -4.8697 1.3656 5.3489
H -5.2371 3.8274 3.5569
H -5.6317 3.6284 5.2870
H -6.6446 2.9301 4.1323
H -6.0197 -3.1313 2.1450
H -6.4432 -1.6863 3.1334
H -5.3302 -2.4909 5.0748
H -4.6852 -3.8808 4.2567
H -7.3785 -2.9425 5.0631
H -6.7090 -4.5474 5.5474
H -8.1864 -3.9744 3.0849
H -8.3643 -5.3502 4.0757
H -6.9458 -5.2851 3.0845
H -4.6661 -2.1213 0.0924
H -3.7844 -0.6732 0.1643
H -5.8637 0.7920 0.3998
H -6.7749 -0.4652 1.0627
H -6.7989 -1.7066 -1.1311
H -5.8257 -0.3795 -1.8473
H -7.5763 1.1920 -1.4350
H -8.5230 0.1492 -0.5458
H -8.3481 -0.1776 -2.2911
```

***

Energy above the lowest of the compared OMol25 structures with the same formula, charge and spin, respectively: 5.84, 83.56, 1126.07, 504.36 kJ/mol.